(1)
# C28H35CsFN2O3Si

C28H35CsFN2O3Si as an isolated structure (ωB97M-V/def2-TZVPD, OMol25).

Last column: Mulliken charge in e.
Geometry (Å):
Cs (-0.05256, 0.20017, 0.28408)  1.10
C (1.22530, -1.97265, -3.06209)  -0.88
Si (0.09630, -3.11987, -2.07063)  -0.22
C (1.13235, -3.72138, -0.60921)  -0.87
C (-0.12438, -4.65267, -3.16364)  -1.25
N (-1.25325, -2.28973, -1.53495)  0.11
C (-2.57820, -2.38442, -1.71667)  0.22
C (-3.26064, -3.44051, -2.38333)  -0.13
C (-4.63589, -3.48299, -2.52849)  -0.89
C (-5.44608, -2.47660, -2.01668)  -0.36
C (-4.83217, -1.41934, -1.35015)  -0.70
C (-3.46725, -1.39561, -1.21874)  0.44
F (-2.92582, -0.32152, -0.55119)  -0.35
H (2.14974, -2.47070, -3.36888)  0.28
H (1.50407, -1.08513, -2.48780)  0.22
H (0.71002, -1.62496, -3.96134)  0.28
H (2.08844, -4.13210, -0.94765)  0.35
H (0.60386, -4.50876, -0.06408)  0.25
H (1.34677, -2.92708, 0.11015)  0.21
H (0.84074, -5.07843, -3.45151)  0.33
H (-0.67209, -4.40643, -4.07739)  0.36
H (-0.68995, -5.42744, -2.63866)  0.34
H (-2.64706, -4.23571, -2.78521)  0.17
H (-5.09118, -4.31757, -3.05069)  0.37
H (-6.52126, -2.50738, -2.13061)  0.35
H (-5.41326, -0.60529, -0.93368)  0.39
C (7.86865, 3.77996, 2.77752)  -1.57
C (6.65507, 3.98576, 3.64760)  1.08
C (6.82098, 4.28190, 4.99657)  -0.79
C (5.72627, 4.47549, 5.82397)  -0.69
C (4.44925, 4.38836, 5.29605)  -0.67
C (4.26197, 4.10098, 3.94979)  -0.64
N (2.93112, 4.02628, 3.45062)  -0.05
C (2.48198, 4.95900, 2.52151)  0.58
C (3.00633, 6.25802, 2.51355)  -0.65
C (2.52461, 7.20931, 1.63227)  -0.54
C (1.50246, 6.89573, 0.74594)  -0.58
C (0.98399, 5.60954, 0.75129)  -0.51
C (1.46008, 4.62607, 1.60919)  -0.02
C (0.89587, 3.21724, 1.47902)  0.80
O (1.53366, 2.27882, 2.04101)  -1.00
O (-0.14285, 3.07436, 0.79815)  -0.87
C (5.36460, 3.88147, 3.11342)  1.41
C (5.14996, 3.54461, 1.66261)  -1.46
H (8.77982, 3.99049, 3.33708)  0.38
H (7.84643, 4.43236, 1.90265)  0.32
H (7.92931, 2.75251, 2.41146)  0.34
H (7.82371, 4.35948, 5.40203)  0.32
H (5.87055, 4.70072, 6.87341)  0.39
H (3.57344, 4.54822, 5.91142)  0.47
H (2.57797, 3.09534, 3.20415)  0.38
H (3.79293, 6.50916, 3.21472)  0.40
H (2.94820, 8.20728, 1.64243)  0.37
H (1.12069, 7.63948, 0.05824)  0.38
H (0.19462, 5.32205, 0.06934)  0.43
H (5.13097, 4.45060, 1.04985)  0.30
H (4.19598, 3.03919, 1.51642)  0.18
H (5.94297, 2.90129, 1.28313)  0.50
C (-2.30923, -1.80624, 3.93172)  -0.62
C (-2.72928, -2.49049, 2.63060)  -0.34
C (-1.39474, -2.99104, 2.09344)  0.21
O (-0.40933, -2.05062, 2.55658)  -0.39
C (-0.98960, -1.16882, 3.52001)  -0.35
H (-2.14430, -2.54740, 4.71724)  0.27
H (-3.03015, -1.07222, 4.28961)  0.37
H (-3.16478, -1.76645, 1.93816)  0.04
H (-3.44592, -3.29791, 2.77527)  0.41
H (-1.36260, -3.03241, 1.00272)  -0.29
H (-1.14747, -3.97690, 2.50129)  0.23
H (-1.16703, -0.18728, 3.06368)  0.17
H (-0.28404, -1.03821, 4.34053)  0.23

Forces on atoms 1 to 6 (eV/Å):
Cs 0.004 -0.147 -0.074
C -0.025 0.028 -0.027
Si 0.118 -0.072 0.000
C -0.015 -0.024 0.026
C -0.128 0.013 -0.012
N -0.083 0.209 0.171

Properties
Net charge   -1
LUMO energy   2.123 eV
E_tot   -1832.874606 Ha
Energy relative to the best compared isomer or geometry (same formula, charge and spin)   0.00 kJ/mol
Largest force on an atom   0.3 eV Å⁻¹

(2)
# C28H35CuN3O

C28H35CuN3O as an isolated structure (ωB97M-V/def2-TZVPD, OMol25).

Last column: Mulliken charge in e.
Geometry (Å):
Cu (0.29692, -0.74864, -0.99266)  0.10
N (0.23585, -2.67943, 3.70981)  -0.49
N (-0.42267, -3.31440, -2.72681)  -0.70
C (0.64326, 1.90944, -0.44890)  1.31
C (1.68784, 0.97630, -0.13563)  -0.58
C (1.68706, 0.84286, 1.30754)  -0.01
C (2.61706, 0.05199, 2.03273)  -1.03
H (3.38177, -0.45340, 1.45128)  0.29
H (1.85736, -1.26369, 2.42398)  -0.10
H (2.88176, 0.30823, 3.05904)  0.46
C (0.44677, 1.37566, 1.78314)  0.60
C (-0.23858, 0.95072, 3.01739)  -1.90
H (0.28266, 1.15786, 3.95415)  0.35
H (-0.36555, -0.13929, 2.99062)  0.03
H (-1.24020, 1.38748, 3.07805)  0.31
C (-0.14887, 2.10439, 0.71542)  0.76
C (-1.45294, 2.79809, 0.76392)  -1.72
H (-2.09949, 2.34267, 1.51962)  0.34
H (-1.95439, 2.69970, -0.20558)  0.25
H (-1.39136, 3.87027, 0.98866)  0.29
C (2.79034, 0.52092, -1.02215)  -0.68
H (3.62128, 1.23656, -1.11545)  0.20
H (2.41287, 0.34176, -2.03476)  -0.06
H (3.22347, -0.41513, -0.65638)  0.34
C (0.46617, 2.57886, -1.75389)  -0.80
H (-0.57163, 2.89769, -1.89608)  0.23
H (0.73173, 1.90253, -2.57302)  -0.11
H (1.10159, 3.47248, -1.84815)  0.30
C (-0.48838, -3.60100, 4.29379)  -0.39
H (-0.16339, -3.75697, 5.32198)  0.37
C (-1.56356, -4.26487, 3.66854)  -0.52
H (-2.13945, -4.91943, 4.30808)  0.32
C (-1.80242, -4.06130, 2.31142)  -0.50
H (-2.64655, -4.57026, 1.87100)  0.40
C (-0.99126, -3.20148, 1.58776)  -1.02
H (-1.04714, -3.13723, 0.49174)  0.32
C (0.00892, -2.54333, 2.36222)  0.74
C (0.92657, -1.64595, 1.79078)  -0.74
H (1.26903, -1.94220, 0.79188)  0.62
C (-0.34717, -1.95951, -2.47431)  0.15
C (0.48243, -3.52887, -3.68545)  -1.07
H (1.12178, -4.36458, -3.83894)  0.37
C (0.35864, -2.44511, -4.53881)  -0.28
H (0.47299, -2.40935, -5.59927)  0.81
N (-0.18587, -1.41386, -3.77063)  0.31
C (-0.39381, -0.08435, -4.24472)  0.54
C (0.52409, 0.31886, -5.22943)  0.98
C (0.24563, 1.45772, -5.97031)  -1.12
H (0.94191, 1.68552, -6.75504)  0.29
C (-0.83063, 2.28452, -5.72823)  0.36
C (-1.01628, 3.50075, -6.58207)  -1.59
H (-1.54769, 4.29582, -6.05488)  0.37
H (-1.58359, 3.27722, -7.49338)  0.29
H (-0.05224, 3.90392, -6.91498)  0.35
C (-1.66055, 1.95530, -4.66414)  -0.77
H (-2.46949, 2.63591, -4.43477)  0.25
C (-1.48619, 0.78356, -3.90731)  1.58
C (-2.47632, 0.56877, -2.79872)  -1.24
H (-3.13228, -0.29353, -2.94902)  0.36
H (-3.14157, 1.44105, -2.72447)  0.30
H (-1.99038, 0.45280, -1.82108)  -0.14
C (1.83894, -0.34460, -5.46379)  -1.58
H (1.84288, -1.40293, -5.74441)  0.39
H (2.51304, -0.20772, -4.60851)  0.16
H (2.25030, 0.15089, -6.34153)  0.39
O (-2.37360, 0.05891, 0.99195)  -0.45
H (-3.26390, 0.33033, 0.73161)  0.21
H (-2.48271, -0.75143, 1.48848)  0.18

Forces on atoms 1 to 6 (eV/Å):
Cu -0.365 0.218 0.583
N -0.832 -1.036 0.555
N 2.989 0.878 5.797
C -0.533 -1.059 0.604
C -0.560 0.378 0.742
C -0.609 -0.450 -0.317

Properties
Net charge   -2
Multiplicity   2
LUMO energy (spin up / spin down)   4.265 / 4.264 eV
E_tot   -2967.625780 Ha
Largest force on an atom   6.6 eV Å⁻¹

(3)
# C28H35N10W

C28H35N10W as an isolated structure (ωB97M-V/def2-TZVPD, OMol25).

Last column: Mulliken charge in e.
Geometry (Å):
W (0.49844, 0.40458, 0.16895)  0.96
C (3.34165, -0.00085, -0.75248)  -0.88
N (2.49888, 0.11752, 0.45288)  0.04
C (2.79669, -0.50864, 1.57895)  -0.01
C (1.75099, -0.69550, 2.48311)  0.03
C (1.65966, -1.24716, 3.74128)  -0.73
C (0.29078, -1.23520, 4.10093)  -0.85
C (-0.41089, -0.69130, 3.05849)  -0.15
N (0.44437, -0.33354, 2.03711)  0.06
C (2.65158, -1.05278, -1.58859)  0.77
C (1.23157, -1.09154, -1.61964)  0.37
C (0.55718, -2.17669, -2.19836)  -0.48
C (1.28092, -3.21288, -2.75006)  -0.96
C (2.66891, -3.15129, -2.76838)  -0.57
C (3.34657, -2.08777, -2.16310)  -0.93
H (4.35696, -0.29511, -0.49566)  0.74
H (3.38691, 0.95857, -1.26795)  0.20
H (3.78910, -0.90967, 1.76761)  0.52
H (2.48316, -1.63889, 4.32410)  0.53
H (-0.13461, -1.59738, 5.02451)  0.48
H (-1.47608, -0.54632, 2.97441)  0.46
H (0.62053, -0.16070, -1.64550)  0.67
H (-0.51847, -2.21840, -2.24150)  0.24
H (0.76066, -4.05394, -3.18811)  0.48
H (3.23631, -3.94656, -3.23720)  0.44
H (4.42954, -2.09291, -2.11799)  0.47
C (1.02554, 5.22680, 1.38592)  -1.21
N (1.24201, 4.01513, 0.57236)  0.15
C (2.31949, 3.13675, 1.01998)  -1.22
C (0.37859, 3.61858, -0.35583)  0.51
N (0.24432, 2.28064, -0.65799)  -0.56
N (-0.37103, 4.49018, -1.03228)  0.14
C (-1.60312, 4.08291, -1.72547)  -1.40
C (0.11462, 5.84084, -1.38146)  -1.23
H (1.26122, 4.97925, 2.41883)  0.48
H (-0.01453, 5.53252, 1.33840)  0.41
H (1.66513, 6.04874, 1.07242)  0.36
H (3.05041, 3.73481, 1.55647)  0.57
H (2.81929, 2.67421, 0.17375)  0.29
H (1.95726, 2.36841, 1.70935)  0.41
H (-0.37269, 2.19001, -1.45557)  0.46
H (-2.12421, 3.29750, -1.17907)  0.44
H (-1.40184, 3.76040, -2.75085)  0.40
H (-2.26828, 4.94203, -1.77043)  0.50
H (1.19806, 5.88122, -1.31476)  0.44
H (-0.32657, 6.61160, -0.75347)  0.37
H (-0.16835, 6.03312, -2.41432)  0.45
C (-2.33631, 1.92970, 1.80246)  -1.40
C (-2.60581, 0.91271, 0.74338)  0.81
N (-1.68650, 0.29169, -0.01952)  0.24
C (-2.39168, -0.52698, -0.90320)  -0.63
C (-3.71029, -0.38417, -0.67036)  -0.70
N (-3.82100, 0.52347, 0.36196)  0.23
C (-5.13487, 0.94148, 0.92919)  -1.29
N (-5.99320, 1.34981, -0.11014)  0.69
N (-6.91399, 0.44423, -0.61421)  -0.55
N (-7.58146, 1.01388, -1.53046)  -0.46
C (-7.12229, 2.32404, -1.66564)  0.07
C (-7.54973, 3.33833, -2.52189)  -0.71
C (-6.91261, 4.55613, -2.42361)  -0.64
C (-5.87481, 4.77063, -1.49648)  -0.76
C (-5.44003, 3.77271, -0.64551)  -0.59
C (-6.09909, 2.54727, -0.75580)  1.35
H (-1.26640, 2.03570, 1.96224)  0.17
H (-2.78931, 1.65930, 2.75720)  0.61
H (-2.73374, 2.90687, 1.51817)  0.17
H (-1.91880, -1.11886, -1.66062)  0.43
H (-4.57630, -0.82657, -1.13968)  0.57
H (-4.97250, 1.73884, 1.65022)  0.68
H (-5.58297, 0.08238, 1.42045)  0.23
H (-8.35767, 3.16994, -3.22167)  0.46
H (-7.22362, 5.37362, -3.06006)  0.40
H (-5.42483, 5.75485, -1.43839)  0.45
H (-4.66180, 3.95482, 0.08986)  0.51

Forces on atoms 1 to 6 (eV/Å):
W -1.121 0.555 0.581
C -0.149 -0.114 0.122
N 0.666 -0.431 0.232
C 0.130 0.193 -0.364
C -0.243 0.123 0.253
C -0.020 -0.115 0.085

Properties
Net charge   +3
Multiplicity   3
LUMO energy (spin up / spin down)   -10.882 / -10.478 eV
E_tot   -1701.622865 Ha
Energy relative to the best compared isomer or geometry (same formula, charge and spin)   98.13 kJ/mol
Largest force on an atom   1.4 eV Å⁻¹